ORCA calculation (the ωB97M-V functional and the def2-TZVPD basis) on a molecular structure, C40H102F2N7O20RbS2.

Gap between HOMO and LUMO: 7.0163 eV
DFT total energy: -122257.717 eV

Geometry as ORCA input:
```
! wB97M-V def2-TZVPD RIJCOSX def2/J DEFGRID3
* xyz 0 1
Rb -19.123 8.604 -26.591
N -19.670 6.596 -23.215
S -19.293 5.150 -23.041
O -20.041 4.564 -21.915
O -17.921 4.605 -23.094
F -20.032 4.628 -24.340
S -18.409 7.093 -22.184
O -17.063 7.178 -22.755
O -18.593 6.828 -20.733
F -18.903 8.622 -22.151
C -16.887 -0.143 -25.819
O -17.764 -1.288 -25.765
C -18.844 -1.221 -26.667
C -19.247 -2.715 -27.041
N -20.480 -2.885 -27.760
C -21.614 -2.381 -26.912
C -22.174 -3.136 -25.639
O -22.481 -4.474 -26.094
C -22.520 -5.388 -25.010
H -16.680 0.199 -24.805
H -17.316 0.683 -26.386
H -15.919 -0.448 -26.218
H -18.508 -0.735 -27.583
H -19.617 -0.670 -26.132
H -19.308 -3.284 -26.114
H -18.424 -3.125 -27.627
H -20.685 -3.868 -27.863
H -22.472 -2.383 -27.584
H -21.502 -1.333 -26.635
H -23.105 -2.731 -25.243
H -21.612 -3.105 -24.705
H -22.695 -6.436 -25.253
H -23.331 -4.986 -24.403
H -21.589 -5.436 -24.445
C -28.193 10.115 -13.017
O -26.869 10.200 -13.508
C -26.704 11.108 -14.614
C -25.232 11.056 -15.167
N -25.030 10.237 -16.270
C -24.900 8.812 -15.943
C -24.447 7.904 -17.196
O -24.077 6.595 -16.749
C -23.423 5.834 -17.721
H -28.350 11.117 -12.618
H -28.411 9.452 -12.180
H -28.893 10.036 -13.849
H -26.898 12.072 -14.145
H -27.503 10.810 -15.293
H -24.480 10.906 -14.393
H -25.058 12.066 -15.540
H -24.455 10.521 -17.050
H -25.916 8.469 -15.748
H -24.295 8.548 -15.076
H -23.513 8.289 -17.605
H -25.166 8.062 -18.000
H -23.295 4.776 -17.492
H -22.393 6.116 -17.938
H -23.904 5.737 -18.695
C -21.246 7.789 -30.058
O -19.845 8.019 -29.787
C -18.997 7.434 -30.781
C -17.527 7.882 -30.670
N -16.944 7.536 -29.368
C -16.323 6.160 -29.390
C -16.096 5.686 -27.924
O -14.995 6.420 -27.287
C -14.440 5.761 -26.228
H -21.841 8.669 -29.817
H -21.631 6.840 -29.685
H -21.426 7.562 -31.109
H -19.272 7.753 -31.786
H -19.160 6.356 -30.782
H -17.576 8.956 -30.851
H -16.891 7.417 -31.423
H -16.128 8.095 -29.162
H -15.395 6.197 -29.960
H -16.866 5.385 -29.932
H -15.992 4.604 -28.002
H -17.077 5.874 -27.487
H -13.832 6.514 -25.726
H -13.709 5.010 -26.524
H -15.204 5.315 -25.591
C -22.974 12.627 -20.979
O -23.539 13.871 -21.082
C -24.497 14.236 -20.116
C -24.918 15.683 -20.380
N -25.531 16.005 -21.638
C -26.934 15.446 -21.892
C -27.572 16.061 -23.209
O -26.855 15.581 -24.363
C -27.517 15.886 -25.588
H -22.574 12.358 -20.001
H -22.024 12.673 -21.511
H -23.613 11.802 -21.295
H -24.174 14.071 -19.089
H -25.464 13.754 -20.259
H -24.046 16.280 -20.113
H -25.720 16.001 -19.714
H -24.889 15.552 -22.273
H -27.487 15.689 -20.985
H -27.084 14.367 -21.930
H -27.418 17.131 -23.072
H -28.636 15.903 -23.386
H -26.794 16.043 -26.389
H -28.137 16.782 -25.607
H -28.113 15.028 -25.898
C -23.326 3.055 -28.194
O -23.992 2.370 -29.323
C -25.196 1.688 -28.950
C -26.226 2.804 -28.442
N -26.367 3.946 -29.378
C -26.657 5.183 -28.664
C -26.958 6.359 -29.557
O -28.377 6.600 -29.669
C -28.975 5.760 -30.613
H -23.210 2.458 -27.289
H -23.740 4.056 -28.071
H -22.287 3.263 -28.449
H -25.086 0.986 -28.123
H -25.653 1.233 -29.828
H -25.910 3.077 -27.435
H -27.159 2.310 -28.172
H -25.582 4.075 -30.001
H -25.891 5.534 -27.972
H -27.558 5.154 -28.051
H -26.464 6.353 -30.529
H -26.404 7.187 -29.114
H -29.087 4.748 -30.224
H -28.385 5.610 -31.518
H -30.015 5.988 -30.844
C -15.191 12.016 -14.843
O -15.253 12.233 -16.273
C -16.349 13.080 -16.710
C -16.558 12.831 -18.137
N -15.508 13.342 -18.974
C -15.460 12.904 -20.286
C -15.019 11.498 -20.646
O -13.742 11.492 -21.211
C -13.546 10.116 -21.815
H -16.056 11.613 -14.317
H -14.781 12.875 -14.310
H -14.411 11.278 -14.657
H -16.265 14.146 -16.499
H -17.249 12.695 -16.230
H -17.488 13.260 -18.511
H -16.668 11.758 -18.290
H -14.632 13.125 -18.521
H -14.831 13.658 -20.760
H -16.404 13.198 -20.745
H -15.832 11.050 -21.218
H -15.031 10.861 -19.762
H -13.600 9.381 -21.011
H -12.528 9.862 -22.112
H -14.163 9.874 -22.681
C -24.375 7.938 -22.860
C -25.727 8.636 -22.799
O -25.586 10.046 -23.146
O -23.604 8.144 -24.051
H -24.628 6.878 -22.891
H -23.732 8.004 -21.982
H -26.193 8.698 -21.816
H -26.442 8.167 -23.474
H -24.856 10.035 -23.770
H -22.731 7.796 -23.856
C -17.895 8.382 -15.513
C -19.291 9.149 -15.672
O -19.618 9.288 -17.065
O -18.008 7.037 -15.994
H -17.773 8.300 -14.433
H -16.999 8.916 -15.828
H -19.108 10.146 -15.272
H -20.194 8.834 -15.150
H -18.800 9.129 -17.541
H -17.883 7.016 -16.945
*
```

ORCA calculation (the ωB97M-V functional and the def2-TZVPD basis) on 8 unconnected molecules or ions with the total composition C40H104N8O12.

Gap between HOMO and LUMO: 8.5981 eV
DFT total energy: -79647.660 eV
Energy relative to the best compared isomer or geometry (same formula, charge and spin): 2.5 kcal/mol
SMILES: COC[C@H](C)N.COC[C@H](C)N.COC[C@H](C)N.COC[C@H](C)N.COCCNCCOC.COCCNCCOC.COCCNCCOC.COCCNCCOC

Geometry as ORCA input:
```
! wB97M-V def2-TZVPD RIJCOSX def2/J DEFGRID3
* xyz 0 1
C -9.515 -33.770 -6.578
O -10.506 -34.789 -6.666
C -11.809 -34.496 -6.180
C -12.788 -35.488 -6.753
C -12.543 -36.890 -6.200
N -12.763 -35.456 -8.226
H -8.514 -34.186 -6.513
H -9.783 -33.104 -5.753
H -9.672 -33.236 -7.524
H -11.785 -34.684 -5.102
H -12.118 -33.481 -6.442
H -13.765 -35.239 -6.326
H -12.841 -36.811 -5.147
H -11.504 -37.186 -6.335
H -13.230 -37.650 -6.575
H -11.828 -35.712 -8.524
H -13.365 -36.196 -8.570
C -14.409 -34.867 -13.110
O -14.221 -36.214 -12.705
C -14.655 -36.419 -11.368
C -14.302 -37.877 -11.038
C -15.263 -38.885 -11.736
N -14.379 -38.030 -9.569
H -14.168 -34.751 -14.164
H -13.808 -34.161 -12.528
H -15.464 -34.626 -12.935
H -14.053 -35.794 -10.698
H -15.721 -36.168 -11.311
H -13.310 -38.050 -11.456
H -15.005 -38.939 -12.797
H -16.299 -38.543 -11.723
H -15.144 -39.891 -11.334
H -14.813 -38.943 -9.466
H -15.152 -37.423 -9.300
C -9.003 -26.343 -12.814
O -9.692 -26.564 -11.587
C -8.861 -26.634 -10.449
C -9.693 -26.537 -9.208
C -10.396 -25.219 -9.066
N -8.921 -26.770 -7.977
H -8.271 -25.541 -12.705
H -9.783 -26.211 -13.557
H -8.457 -27.260 -13.067
H -8.401 -27.635 -10.517
H -8.051 -25.898 -10.524
H -10.469 -27.317 -9.221
H -11.239 -25.074 -9.750
H -9.715 -24.388 -9.254
H -10.940 -25.179 -8.119
H -9.458 -27.017 -7.156
H -8.359 -27.605 -8.140
C -13.787 -27.827 -9.728
O -14.046 -29.159 -10.145
C -13.519 -30.177 -9.315
C -13.949 -31.569 -9.747
C -15.468 -31.681 -9.842
N -13.561 -32.496 -8.697
H -14.291 -27.215 -10.477
H -12.732 -27.651 -9.976
H -14.046 -27.547 -8.708
H -12.425 -30.101 -9.385
H -13.799 -30.060 -8.262
H -13.446 -31.774 -10.699
H -15.874 -30.974 -10.575
H -15.978 -31.571 -8.889
H -15.801 -32.577 -10.380
H -13.779 -33.463 -8.917
H -12.580 -32.566 -8.450
C -16.847 -35.722 -8.090
O -16.817 -37.124 -7.849
C -18.044 -37.811 -7.843
C -18.777 -37.886 -9.173
N -19.841 -36.851 -9.247
C -20.320 -36.616 -10.618
C -21.242 -37.724 -11.132
O -22.468 -37.663 -10.416
C -23.543 -38.290 -11.094
H -17.283 -35.017 -7.380
H -17.351 -35.540 -9.046
H -15.826 -35.375 -8.261
H -18.722 -37.506 -7.042
H -17.695 -38.829 -7.646
H -19.249 -38.870 -9.291
H -18.239 -37.743 -10.111
H -20.641 -37.026 -8.654
H -19.528 -36.428 -11.340
H -20.977 -35.748 -10.507
H -20.778 -38.680 -10.850
H -21.284 -37.795 -12.222
H -23.778 -39.292 -10.726
H -23.378 -38.399 -12.168
H -24.444 -37.691 -10.960
C -11.285 -29.740 -12.459
O -10.570 -30.009 -13.648
C -9.202 -30.303 -13.311
C -8.366 -30.433 -14.558
N -8.267 -29.223 -15.344
C -7.941 -29.481 -16.745
C -8.140 -28.185 -17.502
O -9.496 -27.794 -17.589
C -10.284 -28.537 -18.527
H -12.313 -29.444 -12.662
H -10.886 -28.870 -11.923
H -11.256 -30.590 -11.772
H -9.307 -31.219 -12.728
H -8.778 -29.455 -12.760
H -8.832 -31.237 -15.156
H -7.355 -30.769 -14.303
H -9.209 -28.835 -15.283
H -8.588 -30.285 -17.121
H -6.901 -29.811 -16.793
H -7.776 -28.360 -18.523
H -7.512 -27.422 -17.050
H -9.717 -28.702 -19.443
H -11.230 -28.043 -18.738
H -10.564 -29.438 -17.976
C -16.896 -28.976 -12.515
O -17.158 -28.358 -13.750
C -16.262 -27.326 -14.035
C -16.604 -26.499 -15.264
N -16.420 -27.156 -16.554
C -17.259 -28.342 -16.772
C -17.489 -28.503 -18.288
O -17.805 -27.214 -18.816
C -18.375 -27.285 -20.112
H -17.068 -28.194 -11.766
H -15.887 -29.403 -12.596
H -17.574 -29.778 -12.221
H -15.236 -27.724 -14.095
H -16.106 -26.655 -13.174
H -15.879 -25.684 -15.240
H -17.635 -26.132 -15.220
H -16.407 -26.561 -17.365
H -18.255 -28.206 -16.340
H -16.758 -29.227 -16.384
H -18.392 -29.096 -18.446
H -16.576 -28.881 -18.755
H -18.797 -26.302 -20.327
H -19.274 -27.908 -20.141
H -17.657 -27.537 -20.891
C -19.177 -31.845 -13.521
O -20.114 -31.571 -12.489
C -20.142 -32.611 -11.524
C -21.005 -32.196 -10.355
N -20.515 -30.948 -9.674
C -19.312 -31.265 -8.900
C -18.652 -29.954 -8.433
O -18.269 -29.130 -9.499
C -17.688 -27.936 -8.972
H -19.319 -31.091 -14.299
H -19.461 -32.768 -14.034
H -18.139 -31.741 -13.204
H -19.140 -32.905 -11.194
H -20.610 -33.499 -11.970
H -20.961 -33.094 -9.734
H -21.989 -31.956 -10.755
H -20.131 -30.448 -10.477
H -18.596 -31.827 -9.510
H -19.583 -31.875 -8.036
H -17.786 -30.166 -7.787
H -19.312 -29.378 -7.767
H -17.285 -27.373 -9.811
H -16.760 -28.181 -8.440
H -18.425 -27.455 -8.332
*
```